1.
Below is a structure of composition C61H35Cl2I4N7OS2Sm at a distorted geometry, with properties calculated with wB97M-V/def2-TZVPD.

Geometry as XYZ:
```
113
Properties=species:S:1:pos:R:3:forces:R:3:lowdin_charge:R:1
Sm 0.169938 0.069096 0.654675 0.257 0.387 -0.437 1.445
I 0.328939 -6.277245 8.777195 -0.244 0.914 -0.774 0.735
I 9.865098 -0.280916 0.573204 -0.413 -0.467 0.124 0.793
I -9.619802 0.950363 1.181280 0.124 -0.382 -0.221 0.826
I -0.660011 -4.253451 -8.698113 0.179 0.727 0.878 0.749
Cl -0.933833 1.746658 3.274253 -0.138 0.005 0.419 0.664
Cl -3.283795 4.986595 -0.541502 0.082 -0.335 -0.023 0.635
S -2.068976 1.953905 0.399833 -0.045 0.707 -0.315 0.520
S 1.610000 2.413424 -0.920576 -0.100 0.210 0.761 0.564
O 1.935311 1.336180 1.749939 -0.381 -0.784 -0.059 -0.366
N -0.288110 2.881691 -4.087840 -0.260 -1.373 -0.437 0.105
N -1.434017 -1.426455 1.711689 -1.476 -0.540 1.080 -0.029
N -1.448144 -0.806761 -1.097590 0.843 -0.153 -0.102 -0.007
N 2.413712 2.558697 1.658971 -0.102 -1.055 -0.252 -0.218
N -1.252522 2.923032 -9.354261 0.813 -0.191 2.649 0.153
N 1.528457 -1.719366 1.754800 0.668 -0.578 1.775 -0.005
N 1.475632 -1.062986 -1.068967 0.193 0.157 0.112 -0.023
C -0.163659 -3.327736 4.825752 0.250 1.109 0.704 -0.174
C -2.107600 5.577317 3.224338 0.337 -1.714 -0.082 -0.112
C -0.359766 -3.070145 -6.907154 0.055 -0.159 -0.161 -0.668
C 3.581217 4.301188 2.701209 -0.499 -1.112 -0.318 -0.079
C -6.703185 0.587043 1.735788 0.353 -0.381 -0.194 -0.166
C -2.825180 -1.267490 1.543340 0.758 0.185 0.122 -0.248
C 5.046688 -1.260932 0.397147 -1.314 0.082 -0.761 -0.172
C -1.611549 4.322095 3.659803 -0.493 1.383 -0.552 -0.119
C -5.370211 0.329365 1.431952 0.390 -0.365 -0.499 -0.036
C 3.545877 -1.485723 0.324908 -0.457 0.906 1.709 -0.041
C 7.813173 -0.787610 0.538777 -1.401 -0.094 0.077 -0.704
C 0.036435 -1.022029 -3.111454 0.207 -0.055 0.450 -0.057
C 5.883711 -2.264602 0.824874 1.779 1.247 -0.450 -0.054
C 0.567408 2.332953 -4.945232 0.258 0.975 -0.583 -0.115
C 7.255955 -2.068126 0.832661 2.633 1.109 0.526 -0.119
C 3.359313 5.114895 1.569286 0.293 -0.187 0.258 -0.093
C -2.803185 -0.789311 -0.901131 -0.053 0.182 0.283 -0.307
C 2.238107 3.230995 0.456575 0.358 -0.227 0.339 -0.698
C -4.981368 -0.540744 0.388844 1.087 0.411 0.243 -0.153
C -0.679229 3.119383 -6.841671 -0.691 -0.243 0.830 -0.266
C 0.595391 -2.885805 5.942153 0.367 0.126 -0.487 -0.052
C 0.180970 -3.704423 -5.783170 0.261 -0.500 -1.019 -0.160
C -1.655991 3.260285 2.769977 0.731 0.556 -0.458 -0.667
C 1.278624 -1.017044 -2.411854 0.383 -1.103 -1.184 -0.258
C -2.613634 4.679358 1.020840 0.899 -1.430 1.597 -0.680
C -3.498063 -1.547900 2.787360 0.030 -1.004 1.361 -0.012
C 5.603022 -0.018905 0.061932 -1.348 1.355 -0.394 -0.032
C 2.449145 -2.624585 3.698586 1.027 -0.251 -1.171 -0.044
C -0.735190 -1.737841 -6.848267 0.381 -0.227 0.464 -0.132
C -0.573466 -1.032078 -5.639822 0.280 -0.481 -0.443 -0.042
C -0.016646 -4.849854 7.177909 0.539 0.576 0.290 -0.661
C 1.240868 -2.274736 3.031628 -0.999 0.381 -1.334 -0.216
C -3.447841 -0.593180 -2.161130 1.546 0.454 -2.229 -0.009
C -3.508443 -0.953174 0.324867 0.619 0.914 -0.044 -0.067
C -7.240444 -0.427804 -0.341583 -2.469 0.139 0.431 -0.132
C 6.931526 0.270190 0.213429 1.631 -0.937 0.207 -0.171
C -7.685340 0.226051 0.843679 1.576 -0.345 -1.281 -0.735
C -1.688239 3.534286 -5.954409 0.446 -0.262 -0.581 -0.005
C -1.188582 -0.784656 -2.464546 -1.605 0.071 0.620 -0.204
C -0.011525 -1.642670 -4.519343 -0.176 -0.161 1.098 -0.158
C -0.077244 -2.487510 3.570042 0.161 0.513 -0.791 -0.042
C 3.502228 -1.178187 -2.139777 -1.723 -0.135 -0.359 -0.007
C -0.949190 2.955295 -8.221008 -1.060 0.916 -3.705 -0.186
C -5.947977 -0.879828 -0.556641 -0.227 -0.967 0.458 -0.051
C -2.659646 5.707354 1.956856 -0.841 0.975 -0.282 -0.161
C 3.488210 -2.298625 2.851650 -0.584 0.151 0.101 0.001
C 2.710753 4.555078 0.476037 0.239 1.747 -1.197 -0.113
C 2.831684 -1.217387 -0.852727 0.241 0.481 -0.777 -0.248
C 0.356670 -3.019861 -4.596638 -0.858 0.538 0.030 -0.018
C 0.469371 2.554078 -6.344295 1.239 -1.246 0.551 -0.021
C -0.878082 -5.213060 6.141529 -0.276 -1.104 1.214 -0.173
C 2.912855 -1.753850 1.598848 -1.037 -0.695 0.482 -0.203
C -0.952532 -4.480554 4.979395 -0.395 0.921 -0.693 -0.038
C -1.276670 -1.965543 3.004142 0.190 0.263 -0.703 -0.249
C 3.141520 2.967323 2.728419 -0.280 2.733 -1.864 -0.005
C -2.473630 -0.576208 -3.140574 -0.123 -1.115 1.198 0.024
C -2.037868 3.380406 1.414544 -1.247 0.653 -0.512 -0.685
C 0.691518 -3.620247 7.128654 0.221 -1.378 -0.773 -0.128
C -2.541352 -1.965882 3.698890 0.009 -0.606 -1.013 -0.012
C -1.406857 3.359199 -4.610701 -1.207 0.809 0.030 -0.136
C 2.565297 -1.143026 -3.134946 -0.283 -0.453 0.824 0.012
H 2.679509 -1.368741 -4.217836 -0.028 0.638 1.047 0.120
H 4.529843 -1.265183 -2.225388 1.796 -0.222 -0.336 0.085
H -1.508703 -6.113578 6.287317 0.534 0.654 -0.307 0.099
H 1.500214 -3.383319 7.828807 -0.730 0.026 0.058 0.100
H -2.642837 3.927552 -6.329479 0.479 -0.331 0.350 0.124
H 2.575629 5.175992 -0.468313 0.139 -1.045 1.369 0.123
H 3.308419 2.216324 3.464071 -0.078 -0.178 0.503 0.124
H 3.796849 6.153987 1.575556 -0.805 -1.244 -0.199 0.116
H -4.573607 0.866367 1.924891 0.047 -0.324 0.631 0.109
H 5.002326 0.851418 -0.314911 0.029 -1.219 0.563 0.144
H -2.589485 -0.612729 -4.212078 -0.267 0.280 0.090 0.091
H 4.056957 4.693458 3.561964 0.570 0.260 0.618 0.077
H 7.998438 -2.830905 1.193229 -1.137 0.529 -0.529 0.108
H -3.242798 6.654861 1.751348 1.039 -1.144 -0.147 0.115
H -1.097298 -1.233311 -7.724184 -0.291 0.130 -0.160 0.091
H -5.708489 -1.617946 -1.350862 -0.418 0.820 0.551 0.126
H -6.989318 0.968157 2.683758 0.079 0.911 0.590 0.079
H 5.581504 -3.192428 1.159527 -1.132 -1.758 0.392 0.093
H -2.043741 6.440926 3.843939 -0.134 0.356 0.570 0.081
H -4.584667 -1.600188 2.985421 0.903 0.296 -0.383 0.118
H -2.225265 3.540535 -3.929065 0.161 0.447 0.455 0.110
H -1.709274 -4.757088 4.226595 0.730 0.089 0.201 0.132
H 1.248483 -1.990320 5.781180 -0.942 -0.813 0.480 0.130
H 1.304535 1.691813 -4.470010 0.441 0.317 -0.332 0.105
H -1.213652 4.238268 4.665520 0.014 -0.238 -0.184 0.096
H -4.461616 -0.427279 -2.401346 -0.774 0.046 0.156 0.080
H 0.503992 -4.742821 -5.926877 -0.281 0.360 0.498 0.089
H 7.319010 1.285394 0.089979 -0.230 -0.414 -0.187 0.091
H -8.091564 -0.643468 -0.991089 0.656 -0.271 -0.415 0.085
H 4.504677 -2.479593 3.189144 0.014 0.237 -0.690 0.097
H 0.565067 -3.616042 -3.700069 0.410 0.627 -0.282 0.135
H -2.593927 -2.420376 4.693814 -0.542 0.549 -0.435 0.108
H 1.227052 2.192781 -7.075459 -0.603 0.073 0.890 0.131
H -0.928837 -0.009468 -5.617396 0.212 0.061 0.178 0.100
H 2.556542 -3.170776 4.632761 0.007 0.321 -0.391 0.102
```
Positions in Å, forces in eV/Å.

Values from the calculation:
Expectation value of S² ... 8.7581
Max |F| ... 4.0 eV/Å
Frontier orbital gap (spin up / spin down) ... 5.272 / 5.282 eV
Charge ... -1
LUMO (spin up / spin down) ... 0.71 / 0.71 eV
2S+1 ... 6
Electronic energy ... -173326.923 eV

2.
Below is a structure of composition C61H42BCl6F8N6SbSeV, with properties calculated with wB97M-V/def2-TZVPD.

Geometry as XYZ:
```
127
Properties=species:S:1:pos:R:3:forces:R:3:lowdin_charge:R:1
Sb 1.144931 -0.882387 3.390995 -0.148 -0.077 0.552 1.530
Se 2.076265 1.210653 0.731135 -0.544 0.597 0.538 0.707
V 0.451368 -0.127155 -0.938414 0.014 0.368 0.574 0.352
Cl -3.327630 2.230907 2.105931 0.098 0.044 0.028 0.649
Cl 0.513990 5.575348 3.906724 -0.039 -0.050 -0.069 0.655
Cl 2.668229 -2.156568 0.487011 0.061 -0.344 -0.006 0.441
Cl -1.143006 0.402194 0.880601 -0.561 0.305 0.428 0.763
Cl 2.683603 3.831884 2.561185 -0.165 -0.029 -0.068 0.731
Cl -2.509963 4.881689 3.566442 0.062 -0.066 -0.002 0.632
F 8.608220 2.130998 -0.140579 -0.017 0.044 0.026 0.066
F 5.277364 -5.230993 5.267537 0.019 0.000 -0.007 0.025
F -3.121888 -2.239645 7.886127 0.009 0.016 0.017 0.021
F 3.284223 3.889686 6.898909 -0.011 0.033 -0.033 0.028
F 7.646178 0.515838 1.823698 -0.005 0.032 -0.003 0.061
F 6.956401 2.971535 -2.139587 0.013 -0.031 0.006 0.058
F 5.064801 -0.229838 1.843044 0.041 -0.017 -0.088 -0.006
F 4.413972 2.069629 -2.277776 0.087 0.018 0.098 -0.001
N 0.691962 -0.843025 -2.880254 -0.376 -0.155 -0.689 0.033
N -0.530687 1.749496 -1.896728 0.038 -0.391 -0.218 0.055
N -1.946584 -1.561398 -1.095018 -0.004 0.220 -0.407 0.109
N -0.446389 -0.664284 -3.628801 -0.141 0.317 -0.237 0.048
N -1.710749 1.208602 -2.312510 0.162 -0.007 -0.226 0.013
N -2.517181 -1.197208 -2.273149 0.025 0.021 0.046 0.031
C 0.881581 -1.969792 -4.804013 -0.062 -0.057 -0.096 0.021
C -0.799103 2.981909 -1.478648 -0.076 0.186 0.099 -0.244
C 7.314128 1.735649 -0.163821 0.052 -0.030 0.011 -0.164
C 0.990557 1.516761 5.415835 0.136 -0.033 -0.015 -0.109
C 0.058154 4.155039 3.026916 0.134 0.026 0.047 -0.712
C 1.485906 -1.642474 -3.582415 0.278 -0.107 -0.054 -0.224
C -0.263230 -1.407237 5.005459 -0.042 -0.033 0.012 -0.361
C 2.839263 -2.086542 -3.193579 -0.086 0.105 -0.025 -0.167
C -2.355440 -3.960868 3.449336 0.000 0.023 -0.055 -0.099
C 3.702036 -1.266689 -2.480796 -0.092 0.050 -0.007 -0.045
C 2.179016 5.791154 -0.288685 -0.070 -0.009 -0.038 -0.114
C 2.539045 4.658909 -1.006701 0.009 0.042 0.005 -0.079
C -0.334783 -1.333606 -4.796514 0.050 -0.025 -0.047 -0.274
C -1.362753 -1.334305 -5.881311 0.037 0.005 0.045 -0.030
C 5.483550 0.532989 0.773429 -0.028 -0.100 0.147 -0.277
C -3.972488 -2.512901 -1.284313 0.010 -0.025 0.056 0.014
C -2.179864 3.229431 -1.579942 -0.031 0.080 -0.010 0.021
C -4.140812 1.781736 -2.445428 0.026 -0.016 -0.006 -0.017
C 0.845188 6.007548 0.039184 0.019 -0.062 -0.042 -0.104
C -1.395457 -4.222366 2.481312 -0.046 0.012 -0.011 -0.076
C -2.180074 -1.955829 6.943546 -0.007 -0.032 0.000 -0.297
C 4.599055 -3.724911 -3.413875 -0.013 0.050 0.043 -0.104
C -3.595921 -2.667287 1.843883 -0.008 -0.035 0.057 -0.037
C -1.560077 -0.897616 4.910075 0.078 0.013 0.015 -0.151
C 5.171409 1.670516 -1.180709 -0.121 0.114 -0.265 -0.279
C 6.472322 2.142161 -1.178960 0.008 0.073 -0.185 -0.167
C 1.465627 2.573929 6.185301 -0.099 -0.029 -0.044 -0.025
C -0.119420 5.086260 -0.345050 0.043 0.080 0.053 -0.049
C 0.238554 3.940134 -1.052786 -0.036 -0.124 -0.043 -0.172
C -3.733768 -1.766650 -2.417543 0.007 -0.020 0.025 -0.288
C -4.603203 -1.626492 -3.626877 0.064 0.026 0.065 -0.028
C -0.667941 1.875317 1.682072 0.266 -0.146 0.078 -0.651
C 3.185223 1.165494 4.519735 -0.092 -0.016 -0.034 -0.155
C -2.718514 2.082025 -2.115700 0.003 0.016 0.075 -0.280
C 5.016371 -1.657182 -2.262300 0.055 -0.029 -0.013 -0.064
C -2.525446 -1.152904 5.880049 0.005 0.051 -0.082 -0.033
C 2.567868 -3.563110 3.550201 0.036 0.063 0.063 -0.156
C 3.679394 2.208727 5.296748 0.099 -0.160 -0.044 -0.044
C 6.812235 0.915014 0.829822 0.064 -0.028 0.144 -0.163
C 5.471029 -2.878100 -2.735284 -0.082 -0.032 -0.056 -0.093
C 4.397746 -4.263690 4.891949 -0.035 -0.045 0.037 -0.292
C -0.916664 -2.490637 7.085415 0.113 -0.039 -0.071 -0.027
C -3.465348 -3.191761 3.122438 0.029 -0.018 -0.043 -0.098
C 3.460468 -4.559463 3.925903 -0.098 0.012 -0.050 -0.016
C 3.291548 -3.327715 -3.643806 0.067 -0.072 -0.003 -0.053
C 1.026076 3.348436 2.440199 0.026 -0.003 -0.037 -0.687
C -1.294129 3.837131 2.907268 -0.054 0.121 0.098 -0.719
C -1.654871 2.676178 2.242809 -0.158 -0.187 -0.081 -0.702
C 2.603683 -2.293175 4.132245 0.106 -0.057 -0.068 -0.380
C 3.563901 -2.045563 5.110997 -0.071 -0.117 -0.042 -0.108
C -1.541169 -3.719625 1.193414 -0.058 -0.156 0.007 -0.042
C 1.575898 3.735456 -1.383371 -0.009 0.040 -0.099 -0.059
C 2.807641 2.883399 6.118178 -0.026 -0.013 0.095 -0.300
C 0.964078 -2.024981 -0.182517 0.353 -0.300 0.313 -0.706
C -2.820199 -2.353771 -0.489281 -0.152 -0.087 0.162 -0.255
C 0.038525 -2.205666 6.111978 -0.124 0.084 -0.058 -0.100
C 4.470341 -3.030157 5.498130 -0.022 0.116 0.029 -0.018
C 4.620836 0.858663 -0.237100 0.348 -0.013 -0.021 -0.138
C -2.630707 -2.918346 0.868571 0.001 0.054 -0.084 -0.173
C 1.843557 0.781917 4.591087 0.172 0.059 -0.078 -0.362
C 0.694714 2.184537 1.719812 0.119 0.006 -0.490 -0.632
B -1.816134 -0.110538 -3.135478 0.168 -0.055 0.221 -0.491
H -3.529003 -0.751384 5.809344 0.018 -0.007 -0.016 0.114
H 2.937608 6.494304 0.034818 -0.013 -0.004 -0.022 0.097
H 4.720303 2.504164 5.251344 -0.030 -0.001 -0.022 0.119
H -4.181418 -2.155756 -4.482626 -0.008 -0.002 -0.010 0.067
H -4.218723 -2.983957 3.873026 0.023 0.022 -0.010 0.097
H -4.740278 -0.586272 -3.917552 -0.001 -0.009 -0.003 0.055
H -2.283595 -1.826190 -5.568962 -0.015 -0.002 -0.010 0.058
H -0.814426 -3.960723 0.429876 0.012 0.058 0.037 0.103
H 3.575469 4.475484 -1.262759 -0.024 -0.037 0.030 0.103
H -1.616487 -0.320150 -6.190325 -0.013 -0.009 0.001 0.081
H 1.843652 -3.774323 2.770815 0.072 0.008 -0.025 0.066
H -2.234907 -4.344435 4.455953 0.010 0.037 -0.013 0.100
H -4.504236 0.923760 -1.874802 0.004 0.010 -0.021 0.084
H -5.580122 -2.058916 -3.411623 0.000 -0.001 -0.012 0.076
H 5.226672 -2.843241 6.250230 -0.016 0.001 -0.015 0.111
H -4.758650 2.645617 -2.203665 -0.003 -0.009 0.008 0.079
H -2.713662 4.131314 -1.326478 0.023 -0.036 -0.003 0.106
H 3.856291 0.653623 3.835647 0.006 0.054 0.021 0.096
H 3.613958 -1.076207 5.589459 0.016 0.010 -0.002 0.089
H -4.844360 -3.108140 -1.061984 0.038 0.006 -0.013 0.105
H -0.525945 -4.819709 2.729434 -0.017 -0.006 -0.017 0.099
H -4.448504 -2.046220 1.593562 0.022 0.015 0.003 0.111
H 1.036789 -2.614413 6.223873 -0.024 -0.015 -0.003 0.089
H -0.690085 -3.116706 7.940051 -0.004 0.019 -0.009 0.109
H -0.960275 -1.870246 -6.740740 -0.010 -0.003 0.003 0.076
H 3.342670 -0.323235 -2.087649 0.143 0.037 0.014 0.080
H 4.937179 -4.695037 -3.759618 -0.001 0.004 -0.002 0.088
H 0.809658 3.145639 6.830348 0.020 0.005 -0.031 0.113
H 0.558769 6.882649 0.610329 -0.004 -0.013 0.012 0.094
H -0.062770 1.269170 5.472727 -0.007 -0.023 0.036 0.091
H 1.859247 2.853400 -1.941241 0.037 -0.009 0.039 0.095
H -2.502801 0.110186 -4.099121 0.023 -0.074 0.045 0.112
H -4.259201 1.556531 -3.507382 -0.009 0.006 0.005 0.068
H 5.680059 -1.000114 -1.714065 -0.077 -0.027 0.013 0.096
H 3.446741 -5.539780 3.467182 0.001 0.013 0.005 0.113
H -1.156023 5.253080 -0.073766 0.012 -0.028 0.027 0.105
H 0.336822 -2.277322 0.673390 0.079 -0.012 0.039 -0.088
H -1.833877 -0.281899 4.055390 -0.026 -0.043 0.010 0.088
H 0.893543 -2.852957 -0.897878 -0.042 -0.031 0.027 -0.015
H 6.499433 -3.177248 -2.568385 -0.023 -0.001 0.021 0.093
H 1.300467 -2.561146 -5.601145 0.008 0.034 0.010 0.107
H 2.609875 -3.990520 -4.164751 0.002 0.017 -0.008 0.101
```
Positions in Å, forces in eV/Å.

Values from the calculation:
Expectation value of S² ... 3.7632
Max |F| ... 1.0 eV/Å
Frontier orbital gap (spin up / spin down) ... 5.325 / 5.566 eV
Charge ... -2
LUMO (spin up / spin down) ... 3.58 / 3.58 eV
2S+1 ... 4
Electronic energy ... -268005.759 eV